A) Entry from the OMol25 dataset: a gas-phase ion, C2H8N5 (charge +1) (wB97M-V/def2-TZVPD).

Results
structure (SMILES) = [H]/N=N/N/[NH+]=C(/C)N
HOMO level (spin up / spin down) = -0.49573 / -0.49572 Eh
net charge = +1
LUMO energy (spin up / spin down) = -3.812 / -3.812 eV

Bonds (Å) are listed after each position.
Element x y z (Å)
1 N 0.761 0.323 1.676  C7 1.348, H8 1.014, H13 1.004
2 N 0.401 -2.782 -2.322  N4 1.243, H9 0.993
3 N 0.226 -1.218 -0.743  N4 1.312, N5 1.319, H14 0.988
4 N -0.165 -1.774 -1.866  N2 1.243, N3 1.312
5 N -0.247 -0.008 -0.518  N3 1.319, C7 1.324, H15 1.014
6 C -0.644 1.988 0.843  C7 1.512, H10 1.159, H11 1.167, H12 1.128
7 C 0.006 0.644 0.606  N1 1.348, N5 1.324, C6 1.512
8 H 1.169 1.021 2.289  N1 1.014
9 H 0.014 -3.037 -3.201  N2 0.993
10 H -0.242 2.780 0.099  C6 1.159
11 H -1.779 1.714 0.848  C6 1.167
12 H -0.463 2.463 1.850  C6 1.128
13 H 0.983 -0.636 1.875  N1 1.004
14 H 0.646 -1.775 -0.045  N3 0.988
15 H -0.665 0.296 -1.391  N5 1.014

B) Entry from the OMol25 dataset: 2 unconnected molecules or ions with the total composition C2H8N5 (wB97M-V/def2-TZVPD).

Results
HOMO level = -0.53655 Eh
net charge = +1
LUMO energy = -4.034 eV

Bonds (Å) are listed after each position.
Element x y z (Å)
1 N -2.260 1.310 0.301  N4 1.260, N5 1.333, H8 1.038
2 N -3.202 -0.568 0.156  N4 1.302, C7 1.383
3 N 1.605 1.157 -0.263  H10 1.032, H11 1.016, H13 1.025, H15 1.112
4 N -3.368 0.711 0.342  N1 1.260, N2 1.302
5 N -1.239 0.495 0.039  N1 1.333, C7 1.297
6 C -1.190 -1.933 -0.367  C7 1.474, H9 1.174, H12 1.031, H14 1.095
7 C -1.850 -0.637 -0.125  N2 1.383, N5 1.297, C6 1.474
8 H -2.290 2.336 0.150  N1 1.038
9 H -2.029 -2.574 -0.880  C6 1.174
10 H 1.589 1.048 -1.289  N3 1.032
11 H 1.695 2.086 0.137  N3 1.016
12 H -0.955 -2.385 0.530  C6 1.031
13 H 2.050 0.338 0.164  N3 1.025
14 H -0.310 -1.894 -1.016  C6 1.095
15 H 0.539 0.850 -0.181  N3 1.112

Q: Which of them is the most stable? A: B).